Record 1
Here is C54H40N4O3P2SSn as an isolated structure in a non-equilibrium geometry from the Open Molecules 2025 dataset. Energies are from wB97M-V/def2-TZVPD.

Positions of all 105 atoms, in Å:
Sn 12.37877 11.95946 14.09991
O 15.66600 9.57439 16.20458
C 15.05265 9.91068 15.23046
N 14.54027 11.21797 14.96428
C 15.35063 12.20946 15.22361
C 16.71380 12.16003 15.17934
C 17.44724 13.32972 15.55111
C 16.72525 14.55463 15.88455
C 15.31828 14.67546 15.72422
C 14.57385 13.60957 15.46813
N 13.27156 13.49875 15.39435
C 12.45029 14.30061 16.07125
O 12.74794 15.28156 16.72073
C 10.98353 13.77667 16.24864
C 9.91300 14.55049 16.73468
C 8.64962 14.07486 16.88589
C 8.38962 12.79562 16.39891
C 9.41883 12.16679 15.79500
N 10.67808 12.58663 15.68085
C 14.54542 8.84362 14.25252
C 15.47627 7.77365 14.25913
C 15.51355 6.96711 13.14033
C 14.58961 7.25001 12.08272
C 13.32572 8.01813 12.44981
N 13.54712 8.97752 13.52070
H 17.20346 11.15184 15.05669
H 18.51341 13.52848 15.64010
H 17.39497 15.37015 16.11152
H 14.78596 15.58135 15.92703
H 10.27513 15.50696 17.07348
H 7.92647 14.69590 17.28967
H 7.42175 12.39678 16.47359
H 9.12171 11.15867 15.42814
H 16.15526 7.57791 15.13587
H 16.33175 6.21769 12.96431
H 14.49652 6.43140 11.40662
H 12.40096 7.40428 12.69908
O 13.85196 13.24860 12.58788
S 13.83441 12.89347 11.12437
C 13.90050 11.07147 11.16249
C 15.35702 10.76352 11.54195
C 15.84455 9.54243 11.34329
C 14.98150 8.38182 10.95093
C 13.46929 8.71455 11.07015
C 13.04352 10.11731 10.95032
P 11.22255 10.37791 10.56769
C 11.17764 9.84759 8.83936
C 12.24337 9.67233 7.96050
C 12.08919 9.42614 6.63099
C 10.80133 9.30786 6.12781
C 9.69337 9.39650 6.97809
C 9.92460 9.76156 8.34398
C 10.46522 8.92115 11.30551
C 10.25381 7.67970 10.68097
C 9.62233 6.64386 11.32114
C 9.26620 6.75120 12.65274
C 9.57624 7.89543 13.39085
C 10.04874 8.98628 12.64643
C 12.31940 13.30912 10.33377
C 12.52671 13.20268 8.95925
C 11.41102 13.27604 8.13645
C 10.21036 13.68106 8.67178
C 10.06795 13.92099 10.00665
C 11.11599 13.65275 10.93141
P 10.80991 14.06742 12.67360
C 11.13160 16.07302 12.59308
C 10.24696 16.93207 11.99544
C 10.59423 18.32754 11.85526
C 11.80220 18.76407 12.34480
C 12.65672 17.89002 12.97117
C 12.36845 16.54533 13.08811
C 9.02313 13.78363 12.90290
C 8.48367 12.53626 12.64302
C 7.11944 12.25379 12.88859
C 6.29783 13.24713 13.39630
C 6.81393 14.58116 13.60042
C 8.17095 14.73848 13.45471
H 15.99287 11.64729 11.65541
H 16.90948 9.34949 11.61508
H 15.36273 7.95255 10.09275
H 12.93546 8.12950 10.30651
H 13.33368 9.80173 8.26732
H 12.95670 9.26634 5.97666
H 10.70243 9.09308 5.12410
H 8.71134 9.29042 6.62648
H 9.11650 10.02332 9.03608
H 10.46954 7.55616 9.59222
H 9.40085 5.75481 10.72136
H 8.69595 5.99927 13.14922
H 9.44235 7.98061 14.43437
H 10.45342 9.79736 13.25457
H 13.52070 13.07050 8.61348
H 11.42124 13.17463 7.04776
H 9.37746 13.83999 8.04540
H 9.16838 14.45329 10.35552
H 9.33924 16.52125 11.62118
H 9.90238 19.00836 11.26758
H 12.07946 19.74175 12.25495
H 13.59550 18.29605 13.32042
H 13.06999 15.87044 13.51957
H 9.11301 11.77245 12.28346
H 6.76390 11.26771 12.67836
H 5.29017 13.09766 13.60536
H 6.18614 15.42412 13.85030
H 8.60194 15.69422 13.76264

Cartesian forces (eV/Å) of the 2 atoms listed first:
-0.90 -0.65 -1.31
0.19 1.21 -0.10

Properties
**Total energy**: -3820.9879 Ha
**Relative energy (zero: lowest compared OMol25 entry of this formula, charge and spin)**: 396.8 kJ/mol
**E_LUMO (alpha / beta)**: -8.598 / -8.589 eV
**HOMO energy (alpha / beta)**: -12.389 / -12.389 eV
**Largest force on an atom**: 0.1211 Eh/bohr
**Charge**: +2

Löwdin atomic charge list, values in e, 8 entries: atom 1 (Sn): 1.291, atom 2 (O): 0.166, atom 3 (C): -0.367, atom 4 (N): 0.107, atom 5 (C): -0.165, atom 6 (C): 0.040, atom 7 (C): 0.058, atom 8 (C): 0.094

=====

Record 2
Here is a 11-piece molecular cluster, C35H60O27 overall in a non-equilibrium geometry from the Open Molecules 2025 dataset. Energies are from wB97M-V/def2-TZVPD.

Positions of all 122 atoms, in Å:
C -0.41753 -0.73392 -0.22697
O -1.43259 -1.73413 -0.07159
H 0.54726 -1.20109 -0.42450
H -0.64957 -0.08275 -1.06973
H -0.45129 -0.13840 0.68535
H -2.20767 -1.25439 0.22960
C 0.41555 -6.30395 -1.51504
O -0.27465 -6.02478 -0.30164
H -0.28404 -6.48636 -2.33076
H 1.00227 -5.44814 -1.84889
H 1.04585 -7.18904 -1.42875
H -0.67693 -5.16009 -0.41155
C -1.24592 -2.94714 -5.99063
O -1.56705 -3.16097 -7.32359
H -0.18580 -3.19175 -5.92443
H -1.59021 -1.99932 -5.57687
H -1.78692 -3.61098 -5.31631
H -0.90861 -3.70563 -7.76109
C -1.52645 4.77332 2.79515
C -1.74879 5.55615 4.12416
C -2.55385 4.76982 5.12862
O -1.71490 4.68956 6.27392
C -0.45631 5.09998 5.98271
O 0.45904 5.13599 6.81186
O -0.44219 5.54433 4.67368
H -2.42171 4.25528 2.45126
H -0.71187 4.04942 2.81832
H -1.20560 5.40638 1.96788
H -2.14092 6.56431 3.99022
H -2.77153 3.77187 4.74808
H -3.52287 5.25344 5.25201
C -1.78050 3.83216 -8.69897
C -1.55267 2.78730 -7.61314
C -0.18624 2.27644 -7.38318
O 0.19629 2.55668 -6.07440
C -0.82937 3.19539 -5.48884
O -0.78742 3.59296 -4.33105
O -1.83893 3.35311 -6.35866
H -2.82395 4.14637 -8.72293
H -1.52324 3.48510 -9.69970
H -1.13543 4.68881 -8.50369
H -2.19489 1.93702 -7.84263
H 0.49585 2.77060 -8.07502
H -0.07858 1.23759 -7.69510
C -8.79270 2.59191 -1.81732
C -7.59242 2.14751 -2.60568
C -6.23545 2.49766 -2.10833
O -5.52505 1.32688 -2.26037
C -6.35403 0.29495 -2.43463
O -5.99301 -0.86059 -2.62979
O -7.60878 0.73164 -2.53430
H -9.66250 2.13986 -2.29395
H -8.95774 3.66751 -1.88004
H -8.65716 2.31751 -0.77116
H -7.60221 2.51256 -3.63269
H -6.16780 2.81171 -1.06674
H -5.81141 3.30416 -2.70653
C 6.23164 0.38463 -3.24831
C 7.56885 -0.26891 -2.82687
C 7.65697 -1.75997 -3.12467
O 8.85225 -1.78400 -3.91363
C 9.31738 -0.57855 -4.20881
O 10.32928 -0.35139 -4.87517
O 8.61969 0.33859 -3.56705
H 5.93133 0.21633 -4.28251
H 6.10241 1.45436 -3.08373
H 5.40156 -0.04917 -2.69074
H 7.65080 -0.06303 -1.75963
H 6.75747 -2.11493 -3.62768
H 7.77661 -2.35043 -2.21630
C 1.11386 -0.89586 5.28048
C 0.23845 -2.10130 5.52157
C 0.30778 -3.22210 4.52794
O 0.59931 -4.35435 5.23588
C 1.02130 -4.08732 6.43141
O 1.30045 -4.98152 7.27582
O 0.88757 -2.76873 6.62868
H 1.39945 -0.36321 6.18759
H 0.51285 -0.18536 4.71298
H 2.05752 -1.03969 4.75426
H -0.82156 -1.87049 5.62725
H 1.00731 -3.08245 3.70376
H -0.65756 -3.36287 4.04171
C -8.43857 -3.32419 2.61487
C -7.96487 -1.85935 2.30233
C -8.36756 -0.79236 3.37109
O -7.13164 -0.11756 3.45214
C -6.10238 -0.75253 2.89317
O -4.89546 -0.40964 2.92410
O -6.54118 -1.87867 2.30370
H -8.13324 -3.69398 3.59371
H -8.04509 -3.98290 1.84068
H -9.52090 -3.41822 2.52637
H -8.37348 -1.56518 1.33559
H -8.69836 -1.25372 4.30159
H -9.15068 -0.18487 2.91748
C 5.23707 -6.95872 3.98760
C 5.87818 -5.94342 2.99708
C 5.48466 -6.36279 1.58581
O 5.22124 -5.10996 0.97211
C 5.13300 -4.16092 1.88432
O 4.89340 -2.94537 1.66367
O 5.26508 -4.65323 3.12776
H 5.64335 -7.96583 3.89417
H 4.16372 -6.98085 3.79906
H 5.32309 -6.62743 5.02246
H 6.95577 -5.80182 3.07973
H 4.58864 -6.98342 1.59242
H 6.28365 -6.90421 1.07926
C 4.37770 3.91397 1.40154
C 4.33657 5.42408 1.37693
C 5.37295 6.09569 2.26538
O 6.01224 6.95130 1.38828
C 5.82467 6.58958 0.12878
O 6.44821 7.06663 -0.83626
O 4.86046 5.72538 0.09667
H 4.05922 3.56634 2.38431
H 5.35988 3.50764 1.16004
H 3.74607 3.46449 0.63529
H 3.33622 5.83526 1.51227
H 6.03673 5.33697 2.67990
H 4.78380 6.55565 3.05875

Cartesian forces (eV/Å) of the 2 atoms listed first:
-0.81 -0.03 0.07
0.42 -0.05 -0.25

Properties
**Total energy**: -3401.0466 Ha
**Relative energy (zero: lowest compared OMol25 entry of this formula, charge and spin)**: 198.5 kJ/mol
**E_LUMO**: -0.084 eV
**HOMO energy**: -10.255 eV
**Largest force on an atom**: 0.1015 Eh/bohr

Löwdin atomic charge list, values in e, 8 entries: atom 1 (C): -0.149, atom 2 (O): -0.136, atom 3 (H): 0.078, atom 4 (H): 0.072, atom 5 (H): 0.072, atom 6 (H): 0.067, atom 7 (C): -0.168, atom 8 (O): -0.119

=====

Record 3
Here is C2H4N2S2 in the gas phase in a non-equilibrium geometry from the Open Molecules 2025 dataset. Energies are from wB97M-V/def2-TZVPD.

Positions of all 10 atoms, in Å:
C 0.29463 1.74546 -0.01671
C 0.63114 -0.52569 -0.50432
N 0.60341 0.87624 -0.84800
N -0.34803 -0.99780 0.41945
S -0.10996 1.58959 1.65701
S -1.77338 -1.56707 0.01772
H 0.37778 2.72557 -0.46527
H 0.69211 -0.98173 -1.43276
H 1.61346 -0.44549 0.07915
H -1.98117 -2.41908 1.09373

Cartesian forces (eV/Å) of the 2 atoms listed first:
0.00 0.88 0.38
1.58 2.35 2.51

Properties
**Total energy**: -984.3474 Ha
**Relative energy (zero: lowest compared OMol25 entry of this formula, charge and spin)**: 439.6 kJ/mol
**E_LUMO (alpha / beta)**: -1.157 / -2.160 eV
**HOMO energy (alpha / beta)**: -9.084 / -8.715 eV
**Largest force on an atom**: 0.0736 Eh/bohr

natural (NBO) atomic charge list, values in e, 8 entries: atom 1 (C): -0.124, atom 2 (C): -0.139, atom 3 (N): -0.431, atom 4 (N): -0.616, atom 5 (S): 0.143, atom 6 (S): 0.436, atom 7 (H): 0.216, atom 8 (H): 0.202

=====

Record 4
Here is C6H19BrN5O3V as an isolated structure in a non-equilibrium geometry from the Open Molecules 2025 dataset. Energies are from wB97M-V/def2-TZVPD.

Positions of all 35 atoms, in Å:
V -1.31569 -3.02218 1.31378
Br -0.58991 -0.58864 2.06138
C -3.18014 3.36613 1.34715
O -3.80569 3.30334 2.39482
N -3.67468 3.99483 0.24307
N -1.96444 2.78024 1.08209
H -3.02405 4.22976 -0.48057
H -4.47215 4.57556 0.45122
H -1.55338 2.20932 1.80063
H -1.56089 2.75803 0.16813
C 0.07260 -3.60676 4.10787
O -0.52881 -3.96351 3.05178
N -0.38386 -2.59414 4.89456
N 0.94505 -4.44094 4.67335
H -0.04736 -2.62884 5.83922
H -0.65553 -1.75977 4.38959
H 1.30336 -4.17868 5.57486
H 1.20001 -5.33438 4.29107
C 0.28056 0.57278 -4.25761
C 1.63063 0.08650 -3.77075
C 1.80026 -0.03454 -2.23652
O 1.54902 1.25329 -1.74602
C 1.57425 1.37557 -0.33849
N 2.04795 -1.17252 -4.37333
H 0.09653 1.60677 -3.97758
H -0.39744 -0.08273 -3.68874
H 0.12441 0.33742 -5.30728
H 2.26785 0.90776 -4.11617
H 2.85602 -0.27529 -2.08246
H 1.12490 -0.80550 -1.84318
H 2.61007 1.42853 0.01765
H 1.12313 0.47549 0.08504
H 1.13120 2.28734 0.05862
H 1.39978 -1.94568 -4.23944
H 2.01644 -1.11456 -5.38771

Cartesian forces (eV/Å) of the 2 atoms listed first:
1.26 1.23 2.29
-0.65 -1.78 -0.63

Properties
**Total energy**: -4257.3052 Ha
**Spin multiplicity**: 4
**E_LUMO (alpha / beta)**: -5.922 / -5.675 eV
**HOMO energy (alpha / beta)**: -11.333 / -11.333 eV
**Largest force on an atom**: 0.0562 Eh/bohr
**Charge**: +1

natural (NBO) atomic charge list, values in e, 8 entries: atom 1 (V): 1.570, atom 2 (Br): -0.671, atom 3 (C): 0.772, atom 4 (O): -0.649, atom 5 (N): -0.844, atom 6 (N): -0.860, atom 7 (H): 0.382, atom 8 (H): 0.411

=====

Record 5
Here is C7H19Ag2FO6P as an isolated structure in a non-equilibrium geometry from the Open Molecules 2025 dataset. Energies are from wB97M-V/def2-TZVPD.

Positions of all 36 atoms, in Å:
Ag 0.62101 -3.36240 0.20070
Ag -2.03251 -3.21099 2.85702
F -0.84165 -2.10331 1.45336
C -1.93509 0.80685 2.21762
O -2.58711 1.60333 1.23503
P -1.68863 2.35983 0.17069
O -0.41647 2.82394 0.67835
O -1.61915 1.39976 -1.06339
C -0.88938 0.18394 -0.97862
O -2.66373 3.41758 -0.42836
C -2.79888 4.64795 0.26290
H -2.33643 -0.20708 2.18048
H -2.21178 1.19891 3.19967
H -0.85594 0.80951 2.10814
H -1.57541 -0.66433 -0.88234
H -0.26673 0.14135 -0.07875
H -0.28906 0.07622 -1.87551
H -3.74182 4.64342 0.80733
H -2.78452 5.44373 -0.47385
H -1.99866 4.83191 0.98016
C 2.34667 -1.23351 1.92640
O 2.39111 -1.86500 0.64798
C 2.88848 -1.00870 -0.36048
C 2.56266 -1.58250 -1.72391
O 1.21492 -2.06000 -1.73283
C 0.68432 -2.32396 -3.03074
H 3.35141 -1.18013 2.35439
H 1.73281 -1.83783 2.58917
H 1.90846 -0.23673 1.85195
H 3.98118 -0.98396 -0.30748
H 2.43399 -0.02631 -0.22632
H 3.19558 -2.44449 -1.96114
H 2.66357 -0.80462 -2.48300
H 0.93986 -1.56359 -3.77042
H -0.40044 -2.38513 -2.94386
H 1.01734 -3.30369 -3.40032

Cartesian forces (eV/Å) of the 2 atoms listed first:
-0.15 0.52 -0.08
0.21 0.41 -0.31

Properties
**Total energy**: -1464.4829 Ha
**Relative energy (zero: lowest compared OMol25 entry of this formula, charge and spin)**: 0.0 kJ/mol
**E_LUMO**: -5.270 eV
**HOMO energy**: -12.606 eV
**Largest force on an atom**: 0.0267 Eh/bohr
**Charge**: +1

natural (NBO) atomic charge list, values in e, 8 entries: atom 1 (Ag): 0.937, atom 2 (Ag): 0.959, atom 3 (F): -0.934, atom 4 (C): -0.247, atom 5 (O): -0.815, atom 6 (P): 2.584, atom 7 (O): -1.112, atom 8 (O): -0.807

=====

Record 6
Here is a 2-piece molecular cluster, C2H7O3SSi overall in a non-equilibrium geometry from the Open Molecules 2025 dataset. Energies are from wB97M-V/def2-TZVPD.

Positions of all 14 atoms, in Å:
C -0.35487 -0.72240 -1.69106
C -1.07288 1.66894 1.55325
O 1.43323 0.95116 0.30190
O 2.50541 -2.84905 -0.99458
O -0.94271 -0.23859 -0.49639
Si 0.06370 0.38469 0.65924
S 2.84358 -1.56934 -0.27228
H -1.25601 -0.97088 -2.25990
H 0.09347 -1.74291 -1.73125
H 0.33030 -0.00349 -2.10049
H -0.46768 2.57528 1.77473
H -1.80497 1.84641 0.90805
H -1.42920 1.31564 2.53837
H 0.05862 -0.64546 1.81042

Cartesian forces (eV/Å) of the 2 atoms listed first:
-1.67 -1.34 -0.19
3.87 -0.68 2.74

Properties
**Total energy**: -993.8309 Ha
**Relative energy (zero: lowest compared OMol25 entry of this formula, charge and spin)**: 235.8 kJ/mol
**E_LUMO (alpha / beta)**: 2.397 / 2.348 eV
**HOMO energy (alpha / beta)**: -4.215 / -4.247 eV
**Largest force on an atom**: 0.0932 Eh/bohr
**Charge**: -1

natural (NBO) atomic charge list, values in e, 8 entries: atom 1 (C): -0.264, atom 2 (C): -1.130, atom 3 (O): -1.317, atom 4 (O): -0.760, atom 5 (O): -0.913, atom 6 (Si): 1.914, atom 7 (S): 0.710, atom 8 (H): 0.161